(1)
Formula: C4H6N2O
Source: OMol25
Level of theory: ωB97M-V/def2-TZVPD

Each line ends with the Löwdin charge.
CARTESIAN COORDINATES (ANGSTROEM)
O 1.297 2.120 1.598  0.10
N 0.075 1.872 -0.327  0.10
N 0.696 -0.036 0.832  0.17
C 0.687 1.372 0.675  -0.51
C -0.285 -1.912 -0.410  -0.02
C -0.659 0.731 -0.836  -0.16
C -0.066 -0.456 -0.122  -0.30
H 1.665 1.521 2.260  0.11
H -0.860 0.662 -1.910  0.12
H -0.968 -2.076 -1.251  0.08
H 0.680 -2.373 -0.656  0.09
H -1.588 1.004 -0.327  0.14
H -0.674 -2.429 0.474  0.08

E_HOMO = -9.54 eV
SMILES = CC1=NC(O)=NC1
Energy above the lowest of the compared OMol25 structures with the same formula, charge and spin = 1.029 eV
LUMO = 0.75 eV

=====

(2)
Formula: C5H4Cl2N2
Source: OMol25
Level of theory: ωB97M-V/def2-TZVPD

Each line ends with the Löwdin charge.
CARTESIAN COORDINATES (ANGSTROEM)
Cl -4.678 -0.400 -0.814  0.59
Cl -2.202 1.925 -3.620  0.71
N 0.259 0.438 -0.604  -0.01
N -0.897 -1.338 -0.950  -0.01
C -0.480 -0.164 -1.510  -0.20
C -0.234 -1.568 0.330  -0.08
C -3.911 0.406 -2.123  -0.62
C 0.438 -0.394 0.598  -0.06
C -3.103 1.218 -2.489  -0.76
H -0.500 -2.458 0.887  0.09
H -1.322 -1.969 -1.634  0.13
H 0.984 0.230 1.330  0.11
H 0.654 1.324 -0.772  0.10

E_HOMO = -8.33 eV
Energy above the lowest of the compared OMol25 structures with the same formula, charge and spin = 3.125 eV
LUMO = 0.46 eV

=====

(3)
Formula: C16H20IN3O4S
Source: OMol25
Level of theory: ωB97M-V/def2-TZVPD

Each line ends with the Löwdin charge.
CARTESIAN COORDINATES (ANGSTROEM)
I 3.084 -1.067 -1.665  0.92
S -2.775 3.854 -1.456  0.73
O 1.429 -5.771 1.958  -0.03
O -0.914 -1.288 1.157  -0.21
O 1.752 -3.768 0.913  -0.13
O 3.049 -5.452 0.462  0.03
N 0.181 4.840 -1.948  0.05
N 1.310 2.728 -1.149  0.12
N -5.615 -0.568 0.320  0.01
C 1.337 1.357 -0.646  -0.11
C -3.873 1.465 0.616  -0.01
C -1.344 1.332 -0.548  -0.02
C -1.202 -2.721 0.968  -0.09
C 4.745 0.136 1.280  -0.13
C 2.792 0.725 -0.435  -0.66
C -1.295 2.816 -1.098  -0.39
C 0.068 -0.941 0.163  -0.23
C -5.203 0.707 0.782  -0.12
C 3.161 0.493 1.127  -0.27
C -2.774 0.734 -0.252  -0.12
C -3.277 -0.665 -0.743  0.01
C 0.008 0.574 -0.340  0.03
C 0.100 3.473 -1.405  -0.22
C -4.650 -1.286 -0.437  -0.09
C 1.990 -4.984 1.180  -0.85
H 3.181 -4.593 0.019  0.07
H -3.700 2.502 1.057  0.09
H -0.135 -1.604 -0.768  0.13
H -3.172 3.698 -2.782  -0.09
H 4.999 -0.144 2.371  0.09
H 0.495 5.498 -1.221  0.10
H 0.781 4.876 -2.787  0.10
H 5.334 1.055 0.939  0.08
H 3.583 1.480 -0.816  0.08
H 5.017 -0.773 0.647  0.04
H -6.001 1.279 1.391  0.11
H -2.540 -1.296 -1.360  0.10
H -1.985 -3.076 1.741  0.11
H 2.605 -0.382 1.602  0.11
H -0.228 -3.315 1.109  0.08
H -4.925 -2.335 -0.820  0.12
H 2.207 3.205 -1.371  0.16
H 2.938 1.417 1.775  0.12
H -1.654 -2.951 -0.061  0.08
H 1.115 -1.265 0.532  0.08

E_HOMO = -6.85 eV
LUMO = -2.68 eV

=====

(4)
Formula: C13H24N3O4PtS
Source: OMol25
Level of theory: ωB97M-V/def2-TZVPD

Each line ends with the Löwdin charge.
CARTESIAN COORDINATES (ANGSTROEM)
Pt -0.270 -0.202 0.404  1.03
S 3.519 -4.790 -2.098  0.41
O -1.225 2.107 -0.284  -0.26
O 4.939 -4.743 -1.844  -0.31
O 3.074 -4.525 -3.443  -0.32
O 2.733 -5.707 -1.316  -0.33
N -2.127 -1.243 0.133  -0.09
N 1.803 0.478 0.254  0.00
N -0.901 0.199 2.692  -0.03
C -0.259 3.505 -1.884  -0.14
C -3.326 -0.731 0.811  -0.22
C -2.339 0.432 2.847  -0.25
C 2.293 -0.763 -0.277  -0.34
C 3.069 -0.791 -1.430  -0.01
C -3.160 -0.748 2.330  -0.17
C 3.070 -3.158 -1.318  -0.20
C -0.532 4.363 -0.649  -0.14
C 2.361 -3.170 -0.141  -0.03
C -0.966 3.333 0.405  -0.19
C 3.456 -2.012 -1.967  0.00
C 1.968 -1.951 0.390  -0.07
C -1.278 2.394 -1.681  -0.20
H -0.402 4.056 -2.808  0.12
H -3.494 0.297 0.477  0.12
H 2.126 -4.107 0.337  0.12
H -0.609 -0.570 3.290  0.10
H -1.997 -2.226 0.381  0.12
H -1.344 5.057 -0.860  0.12
H -2.268 -1.201 -0.878  0.12
H -0.184 3.149 1.146  0.11
H -4.149 -0.698 2.786  0.13
H -2.281 2.755 -1.943  0.13
H 2.220 0.707 1.157  0.13
H 0.338 4.926 -0.323  0.12
H -2.595 1.323 2.271  0.11
H -1.074 1.474 -2.231  0.12
H -2.587 0.604 3.901  0.13
H 1.976 1.245 -0.397  0.11
H 1.427 -1.910 1.332  0.09
H 0.753 3.101 -1.872  0.11
H 3.363 0.130 -1.913  0.12
H -0.395 1.035 2.969  0.09
H -1.870 3.663 0.928  0.12
H -4.206 -1.330 0.545  0.13
H 4.042 -2.073 -2.869  0.14
H -2.692 -1.687 2.642  0.12

E_HOMO (spin up / spin down) = -10.46 / -10.47 eV
Charge = +1
Energy above the lowest of the compared OMol25 structures with the same formula, charge and spin = 0.107 eV
LUMO (spin up / spin down) = -6.28 / -5.97 eV

=====

What maximum force values result from the calculations? In sequence: 1.2 3.6 4.4 2.6 eV/A.